C9H17Li2O9P | ωB97M-V/def2-TZVPD

Each line ends with the Löwdin charge.
Element x y z (Å)
Li -0.36 3.52 -1.30  0.650
Li 0.49 0.69 -0.96  0.584
P 1.49 2.35 -2.44  -0.113
O 1.24 2.46 -0.86  -0.604
O 2.94 2.73 -2.76  -0.499
O 0.32 3.20 -3.03  -0.544
O 1.26 0.83 -2.77  -0.517
O -3.41 0.92 -0.57  0.007
C -2.27 1.62 -1.02  -0.796
O -2.24 2.83 -0.61  -0.125
O -1.44 1.06 -1.71  -0.010
H -3.80 1.57 0.01  0.062
C -0.15 -3.46 -1.60  -0.158
C 1.32 -3.51 -1.18  -0.161
C 1.67 -2.02 -0.96  -0.187
O 0.45 -1.32 -0.91  -0.211
C -0.65 -2.20 -0.88  -0.195
H -0.71 -4.33 -1.24  0.097
H -0.28 -3.37 -2.68  0.111
H 1.97 -3.97 -1.93  0.098
H 1.43 -4.11 -0.27  0.095
H 2.26 -1.60 -1.78  0.121
H 2.25 -1.86 -0.04  0.117
H -1.45 -1.69 -1.42  0.127
H -0.97 -2.39 0.15  0.113
C -0.98 1.00 3.20  -0.160
C 0.45 1.58 3.22  -0.144
C 1.01 1.22 1.81  -0.189
O -0.02 0.53 1.11  -0.182
C -0.94 0.00 2.04  -0.215
H -1.70 1.79 2.97  0.107
H -1.29 0.50 4.12  0.096
H 1.05 1.14 4.01  0.092
H 0.43 2.66 3.33  0.097
H 1.93 0.63 1.86  0.118
H 1.24 2.11 1.22  0.085
H -0.63 -1.01 2.35  0.116
H -1.91 -0.11 1.55  0.116

Properties
Net charge = -2
Calculated total energy = -37742.173 eV
Relative energy (zero: lowest compared OMol25 entry of this formula, charge and spin) = 18.44 kJ/mol
Molecular weight = 314.082 g/mol
Frontier orbital gap = 3.74 eV
LUMO energy = 4.4 eV



C4H8OS | ωB97M-V/def2-TZVPD

Each line ends with the Löwdin charge.
Element x y z (Å)
O 0.73 2.27 -1.91  0.050
C 0.04 1.58 -1.21  -0.273
C 0.31 0.13 -0.97  -0.191
C -0.67 -0.67 -0.12  -0.273
C -0.43 -0.64 1.39  -0.583
S 1.16 -1.24 1.97  0.712
H -0.88 2.03 -0.78  0.128
H 1.36 0.06 -0.68  0.108
H 0.35 -0.38 -1.92  0.123
H -1.70 -0.43 -0.41  0.114
H -0.50 -1.70 -0.46  0.103
H -1.28 -1.11 1.88  0.072
H -0.46 0.40 1.72  0.063
H 1.97 -0.29 1.50  -0.152

Properties
Net charge = 0
Calculated total energy = -17159.733 eV
Relative energy (zero: lowest compared OMol25 entry of this formula, charge and spin) = 69.24 kJ/mol
Molecular weight = 104.174 g/mol
Frontier orbital gap = 10.18 eV
LUMO energy = 0.8 eV



C30H50OP4Ru | ωB97M-V/def2-TZVPD

Each line ends with the Löwdin spin population.
Element x y z (Å)
Ru -0.15 0.31 0.20  1.307
P -0.67 2.31 1.17  0.120
P -1.18 -0.91 1.85  0.088
P 0.33 1.11 -1.88  0.091
H -2.86 -3.80 -1.03  0.000
C -2.24 -3.70 -1.93  0.002
C -0.97 -4.13 -1.96  0.001
H -0.49 -4.60 -1.09  0.000
C -2.42 2.85 1.06  0.044
C -0.44 2.59 2.96  0.007
C 0.15 3.78 0.44  0.037
C -1.33 -2.64 1.32  0.025
C -0.42 -1.02 3.51  0.042
C -2.90 -0.49 2.27  0.008
C 0.59 -0.28 -3.04  0.004
C 1.79 2.18 -2.16  0.052
C -1.02 2.09 -2.62  0.013
H -2.72 -3.27 -2.82  0.000
H -0.36 -4.07 -2.88  0.000
H -2.68 3.06 0.02  0.000
H -2.59 3.76 1.66  0.007
H -3.07 2.05 1.44  0.000
H -0.78 3.61 3.20  0.002
H 0.61 2.51 3.25  0.000
H -1.04 1.89 3.56  0.000
H -0.17 4.68 0.98  0.006
H -0.12 3.89 -0.62  0.000
H 1.24 3.68 0.53  0.000
H -2.16 -3.11 1.86  0.003
H -0.40 -3.18 1.54  0.001
H -1.52 -2.71 0.24  0.001
H -1.09 -1.56 4.19  0.007
H -0.24 -0.02 3.93  0.000
H 0.54 -1.56 3.46  0.003
H -3.38 -1.36 2.74  0.001
H -3.43 -0.23 1.34  0.001
H -2.95 0.37 2.96  0.000
H 0.66 0.10 -4.06  0.000
H -0.25 -0.99 -2.95  0.001
H 1.53 -0.80 -2.79  0.001
H 1.54 2.97 -2.88  0.007
H 2.63 1.58 -2.54  0.002
H 2.11 2.65 -1.22  0.001
H -0.60 2.84 -3.30  0.002
H -1.60 2.59 -1.84  0.001
H -1.69 1.43 -3.17  0.001
C -3.98 0.61 -1.32  0.130
C -5.19 1.29 -0.92  0.154
C -6.02 1.84 -1.88  0.012
C -5.78 1.61 -3.24  0.270
C -4.72 0.78 -3.65  0.022
C -3.89 0.20 -2.71  0.147
O -2.99 0.51 -0.53  0.258
H 1.07 -0.58 -0.43  0.069
H -5.33 1.44 0.16  0.006
H -6.87 2.45 -1.57  -0.003
H -6.43 2.08 -3.98  0.011
H -4.55 0.57 -4.70  -0.003
H -3.08 -0.47 -2.98  0.005
C 2.54 1.01 2.44  -0.006
P 2.01 -0.04 1.06  0.023
C 3.46 0.12 -0.08  0.072
C 4.35 1.21 0.00  0.005
C 5.42 1.32 -0.89  0.031
C 5.61 0.35 -1.88  0.041
C 4.73 -0.73 -1.98  0.000
C 3.66 -0.84 -1.09  0.044
C 2.35 -1.76 1.67  0.246
C 2.01 -2.86 0.86  0.112
C 2.32 -4.16 1.26  0.038
C 2.95 -4.38 2.49  0.264
C 3.27 -3.30 3.31  0.132
C 2.98 -1.99 2.90  0.015
H 2.42 2.07 2.17  0.000
H 3.60 0.82 2.65  -0.001
H 1.96 0.78 3.34  0.000
H 4.21 1.97 0.77  0.000
H 6.10 2.16 -0.81  0.001
H 6.45 0.43 -2.57  0.001
H 4.86 -1.49 -2.75  0.000
H 2.98 -1.69 -1.16  0.002
H 1.48 -2.71 -0.09  0.007
H 2.07 -5.00 0.60  -0.001
H 3.18 -5.40 2.81  0.009
H 3.75 -3.46 4.27  0.003
H 3.25 -1.16 3.54  -0.002

Properties
Net charge = +4
Calculated total energy = -73662.622 eV
Relative energy (zero: lowest compared OMol25 entry of this formula, charge and spin) = 37.79 kJ/mol
Molecular weight = 651.695 g/mol
Frontier orbital gap (alpha / beta) = 5.38 / 3.17 eV
Multiplicity = 5
LUMO energy (alpha / beta) = -12.9 / -15.9 eV



C4H36O14 | ωB97M-V/def2-TZVPD

Each line ends with the Löwdin charge.
Element x y z (Å)
C -0.81 1.15 -0.21  -0.061
C 0.36 0.15 0.07  -0.152
C 0.34 -1.10 -0.86  -0.363
C 1.46 -2.18 -0.60  -0.010
O 0.57 -0.75 -2.23  -0.064
H -1.75 0.73 0.09  0.046
H -0.86 1.45 -1.26  0.067
H -0.91 2.00 0.40  0.052
H 1.29 0.65 -0.07  0.057
H 0.26 -0.23 1.12  0.101
H -0.64 -1.58 -0.84  0.063
H 2.04 -1.86 0.28  0.076
H 1.15 -3.24 -0.57  0.070
H 2.29 -2.17 -1.29  0.072
H 0.32 -1.54 -2.64  0.057
H -1.95 -4.27 0.25  0.014
H -0.64 -3.87 1.00  0.042
O -1.04 -4.33 0.26  -0.014
H 1.44 3.03 -2.11  0.029
H 1.27 4.66 -1.48  0.035
O 0.94 3.78 -1.66  -0.089
H 2.86 1.19 -1.99  0.052
H 4.12 1.25 -1.14  0.085
O 3.15 1.22 -1.01  -0.095
H 1.13 0.71 -2.93  0.036
H 1.96 1.30 -4.14  0.127
O 1.66 1.51 -3.19  -0.102
H 2.18 3.66 0.36  0.078
H 2.79 2.31 0.23  -0.040
O 2.69 2.97 0.90  -0.074
H -2.71 0.17 2.95  -0.014
H -3.86 -0.05 2.02  0.047
O -3.24 -0.57 2.57  -0.086
H 1.07 3.05 3.07  0.060
H 1.57 2.08 1.92  0.030
O 1.13 2.14 2.81  -0.102
H -3.37 0.19 -2.21  -0.015
H -2.73 1.56 -2.57  0.049
O -3.42 0.90 -2.84  -0.056
H 2.10 0.73 3.71  0.015
H 2.91 0.69 2.41  0.015
O 2.85 0.28 3.29  -0.086
H -2.07 -3.39 -2.45  0.096
H -0.93 -3.58 -1.46  -0.030
O -1.16 -3.07 -2.21  -0.073
H -2.06 -2.40 1.63  0.059
H -1.04 -1.36 1.99  0.081
O -1.30 -1.96 1.25  -0.088
H -1.10 0.83 4.47  0.065
H -0.78 1.45 3.09  0.013
O -1.46 1.03 3.61  -0.025
H -3.24 -1.18 -0.56  0.049
H -2.07 -2.18 -0.30  -0.025
O -2.76 -1.94 -0.93  -0.076

Properties
Net charge = 0
Calculated total energy = -33396.134 eV
Relative energy (zero: lowest compared OMol25 entry of this formula, charge and spin) = 331.42 kJ/mol
Molecular weight = 308.318 g/mol
Frontier orbital gap = 10.07 eV
LUMO energy = 0.1 eV



C38H32FeN5O3S | ωB97M-V/def2-TZVPD

Each line ends with the Löwdin spin population.
Element x y z (Å)
Fe 0.22 0.41 -0.57  2.058
O 1.09 -3.42 -1.57  0.008
C 0.82 -2.23 -1.47  0.002
N 1.10 -1.35 -0.51  -0.035
C 2.14 -1.55 0.42  -0.001
C 2.69 -2.76 0.81  -0.001
C 3.78 -2.76 1.69  0.005
C 4.30 -1.56 2.14  -0.001
C 3.76 -0.34 1.74  0.005
C 2.67 -0.33 0.88  -0.001
N 1.95 0.80 0.46  0.023
C 2.33 2.10 0.81  0.006
O 3.45 2.50 1.07  0.010
C 1.04 2.88 0.83  0.005
C 0.89 4.39 0.71  0.006
C -0.29 4.92 0.35  0.013
C -1.57 4.13 0.05  0.046
C -1.62 2.72 0.71  0.030
N 0.46 2.44 2.06  0.039
C 0.22 -1.53 -2.68  0.005
C -0.05 -2.23 -3.84  0.001
C -0.38 -1.53 -4.99  0.003
C -0.42 -0.14 -4.94  0.001
C -0.17 0.49 -3.73  0.006
N 0.13 -0.19 -2.62  0.016
H 2.26 -3.68 0.44  0.000
H 4.21 -3.70 2.00  0.000
H 5.15 -1.57 2.82  0.000
H 4.17 0.60 2.09  0.000
H 1.73 5.02 0.96  0.000
H -0.39 6.00 0.32  0.002
H -2.44 4.76 0.22  0.004
H -2.66 2.39 0.71  0.001
H 0.03 -3.31 -3.80  0.000
H -0.59 -2.05 -5.91  0.000
H -0.65 0.45 -5.81  0.000
H -0.24 1.56 -3.63  0.004
N -0.66 0.02 1.70  0.095
C -1.37 0.99 2.44  0.196
C -2.28 0.66 3.40  0.020
C -2.91 1.67 4.16  0.324
C -2.52 3.03 3.99  0.023
C -1.61 3.39 3.05  0.212
C -0.99 2.42 2.07  0.047
C -0.90 2.28 -0.55  0.011
C -1.62 3.36 -1.38  0.047
C -0.90 3.91 -2.56  0.294
C 0.44 3.68 -2.70  0.023
C 1.14 2.96 -1.73  0.348
C 0.45 2.48 -0.53  -0.001
H 0.33 0.33 1.65  0.008
H -0.73 -0.93 2.02  0.002
H -2.48 -0.38 3.63  -0.005
H -3.62 1.40 4.94  0.023
H -2.93 3.78 4.67  -0.006
H -1.27 4.41 2.97  0.011
H -2.67 3.15 -1.60  0.006
H -1.44 4.52 -3.28  0.020
H 0.98 4.09 -3.55  -0.007
H 2.22 2.90 -1.76  0.016
C -6.86 0.29 3.08  0.001
C -5.80 0.02 2.04  0.002
C -5.07 -1.16 2.05  -0.001
C -4.03 -1.36 1.16  0.002
C -3.73 -0.38 0.24  0.004
C -4.48 0.79 0.17  0.002
C -5.51 0.98 1.08  0.000
S -2.32 -0.69 -0.82  0.018
C -3.14 -0.44 -2.38  0.003
O -2.08 -2.17 -0.73  -0.002
H -7.28 -0.64 3.47  0.000
H -7.67 0.89 2.68  0.000
H -6.43 0.84 3.92  0.001
H -5.30 -1.92 2.79  0.000
H -3.44 -2.27 1.17  0.000
H -4.27 1.55 -0.57  0.000
H -6.08 1.91 1.05  0.000
H -4.02 -1.08 -2.40  0.001
H -2.44 -0.72 -3.17  0.000
H -3.41 0.61 -2.49  0.000

Properties
Net charge = -1
Calculated total energy = -98737.004 eV
Relative energy (zero: lowest compared OMol25 entry of this formula, charge and spin) = 631.26 kJ/mol
Molecular weight = 694.618 g/mol
Frontier orbital gap (alpha / beta) = 5.30 / 4.98 eV
Multiplicity = 5
LUMO energy (alpha / beta) = 2.2 / 1.9 eV



C45H100F4O23 | ωB97M-V/def2-TZVPD

Each line ends with the Löwdin charge.
Element x y z (Å)
C -1.36 -1.04 5.67  -0.049
C -2.27 -0.74 4.48  -0.434
C -1.43 -0.02 3.45  -0.043
O -2.81 -1.97 3.92  -0.086
H -0.41 -1.48 5.37  0.079
H -1.85 -1.86 6.23  0.090
H -1.24 -0.17 6.32  0.081
H -3.10 -0.15 4.85  0.142
H -0.75 -0.72 2.85  0.094
H -0.80 0.71 3.95  0.061
H -2.09 0.48 2.76  0.076
H -2.05 -2.58 3.82  0.078
C 4.64 1.85 0.51  -0.047
C 4.01 2.79 1.53  -0.515
C 5.06 3.46 2.33  -0.046
O 3.19 3.67 0.76  -0.073
H 3.86 1.26 0.06  0.057
H 5.30 1.19 1.07  0.078
H 5.27 2.45 -0.17  0.095
H 3.33 2.15 2.09  0.111
H 5.73 4.06 1.71  0.093
H 5.60 2.68 2.84  0.080
H 4.59 4.11 3.12  0.100
H 3.07 4.49 1.26  0.104
C -4.52 -3.82 -1.97  -0.033
C -3.51 -3.34 -3.02  -0.454
C -3.04 -4.30 -4.07  -0.036
O -4.08 -2.17 -3.64  -0.045
H -4.17 -4.69 -1.50  0.056
H -5.51 -3.99 -2.26  0.065
H -4.63 -3.07 -1.23  0.046
H -2.69 -2.96 -2.40  0.114
H -2.39 -3.77 -4.78  0.075
H -3.90 -4.78 -4.53  0.086
H -2.49 -5.12 -3.61  0.072
H -3.59 -1.89 -4.37  0.026
C 2.96 1.21 7.14  -0.064
C 3.66 1.31 5.83  -0.498
C 3.38 0.31 4.77  -0.038
O 3.48 2.63 5.33  -0.045
H 3.21 0.31 7.74  0.092
H 1.87 1.18 7.12  0.079
H 3.28 2.06 7.73  0.089
H 4.67 1.32 6.21  0.135
H 3.53 -0.72 5.05  0.083
H 3.88 0.47 3.85  0.048
H 2.35 0.38 4.40  0.076
H 2.55 2.79 5.21  0.051
C 3.61 5.49 -3.67  -0.046
C 2.73 4.33 -3.25  -0.405
C 3.32 2.98 -3.18  -0.061
O 2.19 4.62 -1.85  -0.113
H 4.49 5.53 -3.03  0.079
H 3.05 6.44 -3.45  0.095
H 3.90 5.53 -4.69  0.069
H 1.89 4.30 -3.91  0.128
H 4.03 2.82 -2.36  0.078
H 3.75 2.64 -4.13  0.098
H 2.55 2.21 -3.05  0.079
H 2.78 4.13 -1.25  0.056
C -2.24 -3.12 0.91  -0.028
C -2.38 -4.37 1.80  -0.506
C -2.58 -5.68 1.11  -0.051
O -1.14 -4.36 2.46  -0.067
H -2.36 -2.24 1.51  0.043
H -3.05 -3.05 0.13  0.075
H -1.23 -3.14 0.43  0.075
H -3.24 -4.27 2.48  0.130
H -2.69 -6.48 1.88  0.092
H -1.80 -5.98 0.41  0.089
H -3.58 -5.79 0.74  0.066
H -1.16 -5.07 3.14  0.123
C -0.34 -0.90 -4.27  -0.072
C -0.46 -0.65 -5.73  -0.467
C 0.85 -1.10 -6.53  -0.023
O -1.64 -1.33 -6.16  -0.036
H -1.32 -0.62 -3.80  0.085
H 0.54 -0.48 -3.80  0.063
H -0.26 -1.98 -4.18  0.071
H -0.58 0.43 -5.83  0.128
H 0.69 -0.73 -7.56  0.076
H 0.95 -2.17 -6.64  0.067
H 1.76 -0.70 -6.12  0.058
H -1.61 -1.42 -7.10  0.068
C 0.25 7.07 -0.18  -0.062
C -0.69 6.15 -0.75  -0.490
C -0.95 6.33 -2.22  -0.051
O -0.21 4.78 -0.61  -0.111
H 0.42 6.77 0.87  0.092
H -0.14 8.10 -0.23  0.101
H 1.17 6.99 -0.73  0.074
H -1.69 6.15 -0.28  0.149
H -1.45 7.32 -2.50  0.109
H -1.62 5.57 -2.57  0.058
H -0.04 6.30 -2.81  0.073
H 0.69 4.70 -1.04  0.055
C 1.07 1.29 -0.62  -0.042
C -0.41 1.24 -0.98  -0.444
C -1.06 -0.07 -0.58  -0.036
O -1.15 2.26 -0.29  -0.092
H 1.32 0.92 0.35  0.061
H 1.55 2.26 -0.76  0.060
H 1.56 0.51 -1.19  0.067
H -0.50 1.49 -2.07  0.146
H -2.05 -0.04 -0.97  0.059
H -1.09 -0.20 0.51  0.065
H -0.48 -0.89 -1.03  0.080
H -0.75 3.13 -0.38  0.035
C 0.80 -4.25 -1.56  -0.056
C 1.66 -4.91 -2.65  -0.482
C 1.24 -6.35 -2.79  -0.057
O 1.30 -4.14 -3.80  -0.059
H -0.28 -4.33 -1.87  0.088
H 1.03 -3.18 -1.39  0.059
H 0.87 -4.78 -0.59  0.088
H 2.72 -4.83 -2.43  0.124
H 1.37 -6.86 -1.88  0.064
H 1.86 -6.81 -3.57  0.086
H 0.17 -6.46 -3.09  0.095
H 1.75 -4.50 -4.57  0.086
C -6.01 -0.87 1.11  -0.057
C -5.89 -1.25 2.57  -0.490
C -7.15 -1.03 3.33  -0.053
O -5.46 -2.64 2.66  -0.075
H -5.06 -1.05 0.55  0.084
H -6.40 0.14 1.08  0.077
H -6.82 -1.40 0.66  0.068
H -5.06 -0.61 2.94  0.129
H -7.53 -0.03 3.14  0.084
H -7.04 -1.12 4.37  0.062
H -7.89 -1.72 3.01  0.079
H -4.58 -2.57 3.10  0.052
C 1.68 -2.44 2.13  0.001
C 2.76 -2.50 1.06  -0.313
O 3.51 -3.66 1.31  0.114
C 3.15 -4.12 2.59  -0.542
O 3.68 -5.03 3.14  0.171
O 2.08 -3.52 3.06  0.089
F 3.60 -1.42 1.26  0.033
H 0.65 -2.64 1.85  0.107
H 1.85 -1.50 2.62  0.119
H 2.38 -2.52 0.04  0.131
C 6.07 -1.59 -2.55  -0.021
C 5.43 -2.62 -1.66  -0.306
O 4.08 -2.70 -2.06  0.105
C 3.80 -1.62 -2.89  -0.521
O 2.76 -1.26 -3.31  0.168
O 4.93 -0.95 -3.19  0.071
F 5.42 -2.20 -0.37  0.062
H 6.73 -1.95 -3.35  0.143
H 6.51 -0.82 -1.94  0.139
H 5.98 -3.60 -1.63  0.186
C -0.72 3.71 2.64  -0.004
C 0.70 3.36 3.15  -0.306
O 0.50 2.80 4.37  0.078
C -0.79 3.06 4.83  -0.579
O -1.15 2.80 5.91  0.203
O -1.43 3.70 3.88  0.103
F 1.54 4.46 3.34  0.038
H -1.04 2.94 1.94  0.119
H -0.67 4.73 2.22  0.142
H 1.25 2.67 2.51  0.149
C -4.10 1.44 -2.86  -0.022
C -3.90 2.42 -1.70  -0.314
O -5.20 2.85 -1.31  0.105
C -5.97 2.74 -2.48  -0.544
O -7.04 3.22 -2.56  0.180
O -5.36 1.97 -3.39  0.072
F -3.33 3.57 -2.13  0.071
H -4.20 0.37 -2.52  0.138
H -3.33 1.44 -3.63  0.132
H -3.41 2.00 -0.84  0.131

Properties
Net charge = 0
Calculated total energy = -106248.849 eV
Molecular weight = 1085.264 g/mol
Frontier orbital gap = 9.83 eV
LUMO energy = 0.1 eV



C20H21N5O3Sn | ωB97M-V/def2-TZVPD

Each line ends with the Löwdin charge.
Element x y z (Å)
N 0.54 1.69 -0.60  0.100
C 0.62 2.86 -0.55  -0.082
C 0.68 4.27 -0.56  0.055
H -0.33 4.69 -0.64  0.145
H 1.27 4.60 -1.43  0.142
H 1.16 4.63 0.36  0.139
N 2.33 -1.81 -0.93  0.137
C 3.28 -2.42 -1.05  -0.106
C 4.47 -3.20 -1.29  0.054
H 5.06 -2.70 -2.06  0.134
H 4.17 -4.19 -1.62  0.134
H 5.03 -3.26 -0.36  0.131
N -1.59 -1.59 -0.60  0.100
C -2.63 -2.13 -0.56  -0.095
C -3.90 -2.75 -0.56  0.050
H -3.91 -3.58 0.16  0.141
H -4.10 -3.14 -1.57  0.142
H -4.68 -2.03 -0.29  0.143
Sn 0.37 -0.52 -0.54  1.355
C 0.49 -2.37 1.05  -0.012
O 0.50 -3.27 1.79  0.246
C 2.11 0.10 1.05  -0.011
O 2.93 0.46 1.79  0.251
C 0.93 0.77 -3.66  -0.100
C -0.46 0.84 -3.54  -0.088
C -1.22 -0.33 -3.54  -0.088
C -0.59 -1.58 -3.66  -0.101
C 0.80 -1.64 -3.78  -0.107
C 1.56 -0.47 -3.78  -0.107
H 1.54 1.70 -3.70  0.141
H -0.97 1.83 -3.48  0.143
H -2.33 -0.26 -3.48  0.143
H -1.19 -2.51 -3.69  0.140
H 1.29 -2.64 -3.91  0.141
H 2.67 -0.51 -3.91  0.140
N -0.67 3.25 5.31  0.225
C -0.24 2.94 4.06  -0.463
O 0.57 3.64 3.46  0.075
C -0.82 1.71 3.42  -0.041
C -1.83 0.91 3.97  0.085
C -2.22 -0.24 3.32  0.038
C -1.60 -0.63 2.14  -0.119
N -0.68 0.18 1.59  -0.033
C -0.25 1.30 2.21  -0.057
H -0.26 4.08 5.74  0.151
H -1.32 2.72 5.88  0.127
H -2.29 1.18 4.90  0.142
H -2.96 -0.90 3.73  0.139
H -1.89 -1.57 1.70  0.090
H 0.55 1.89 1.76  0.091

Properties
Net charge = +4
Calculated total energy = -40457.881 eV
Relative energy (zero: lowest compared OMol25 entry of this formula, charge and spin) = 27.24 kJ/mol
Molecular weight = 498.131 g/mol
Frontier orbital gap (alpha / beta) = 3.08 / 3.09 eV
LUMO energy (alpha / beta) = -17.1 / -17.1 eV